Formula: C17H15Cl3CsIN7OSeSi
Source: OMol25
Level of theory: ωB97M-V/def2-TZVPD

Results
Molar mass in g/mol: 806.57
Charge: -1
HOMO level in eV: -2.48
Kohn-Sham gap in eV: 3.25

```
47
Properties=species:S:1:pos:R:3:forces:R:3
Cs -2.365 -0.637 1.063 -0.5 1.2 -1.1
Se 4.650 6.156 -0.296 -0.6 -0.6 0.0
N 4.718 4.373 -0.349 -0.4 -0.5 0.0
C 3.472 3.915 -0.367 1.4 1.1 0.0
C 3.129 2.528 -0.371 -0.5 -1.3 0.0
C 4.104 1.531 -0.260 -0.2 0.0 0.0
C 3.708 0.215 -0.197 -0.1 0.1 0.0
C 2.341 -0.066 -0.279 0.4 -0.2 0.0
N 1.409 0.845 -0.417 -0.4 0.3 0.0
C 1.764 2.136 -0.444 1.5 -0.5 0.1
C 0.727 3.142 -0.481 -0.6 1.5 0.0
N -0.548 2.746 -0.573 0.4 -0.4 0.0
C -1.499 3.646 -0.502 -0.4 0.3 0.0
C -1.266 5.012 -0.316 0.2 0.0 0.0
C 0.036 5.451 -0.266 0.0 -0.2 0.0
C 1.072 4.515 -0.370 -1.2 -0.6 0.0
C 2.448 4.905 -0.345 0.9 1.4 0.1
N 2.865 6.164 -0.305 -0.4 -0.4 0.0
H 5.144 1.817 -0.201 0.0 0.0 0.0
H 4.427 -0.581 -0.073 0.0 -0.1 0.0
H 1.995 -1.091 -0.208 0.0 -0.1 0.0
H -2.513 3.276 -0.592 -0.1 -0.1 0.0
H -2.093 5.699 -0.213 0.0 0.0 0.0
H 0.280 6.495 -0.138 0.0 0.0 0.0
Cl 0.200 1.204 4.905 0.7 0.5 0.3
Si -1.356 0.048 4.061 0.1 0.3 0.0
Cl -0.800 -1.844 4.890 0.1 -0.7 0.2
Cl -2.907 0.569 5.421 -0.5 0.1 0.4
I -5.654 -1.440 -1.716 -0.2 -0.3 -0.1
C -5.453 0.433 -0.700 1.3 0.7 0.5
H -5.859 0.311 0.301 -0.4 -0.2 0.0
H -6.015 1.183 -1.250 -0.3 -0.2 -0.2
C -0.009 -6.402 -1.081 0.0 0.0 -0.2
N -0.661 -5.217 -0.602 0.3 -0.1 -0.1
C -1.906 -5.222 0.120 -0.4 0.2 0.2
C -2.141 -3.708 0.317 0.0 -1.0 -0.1
O -3.069 -3.221 0.910 -0.4 -0.8 0.2
N -1.124 -3.046 -0.293 0.7 0.9 -0.3
C -0.305 -3.931 -0.811 -0.5 -0.3 0.4
N 0.820 -3.571 -1.445 0.2 -0.1 -0.1
H -0.215 -7.223 -0.393 0.1 0.0 0.0
H 1.070 -6.250 -1.115 0.0 -0.1 0.0
H -0.370 -6.683 -2.077 0.1 -0.1 0.1
H -1.826 -5.728 1.083 0.0 0.0 0.0
H -2.723 -5.663 -0.455 0.0 0.0 0.0
H 0.970 -2.581 -1.543 0.0 0.0 -0.2
H 1.329 -4.211 -2.027 0.0 0.1 0.0
```
Positions in Å, forces in eV/Å.

=====

Formula: C17H46B3FO9
Source: OMol25
Level of theory: ωB97M-V/def2-TZVPD

Results
Molar mass in g/mol: 445.98
HOMO level in eV: -9.53
Kohn-Sham gap in eV: 9.90

```
76
Properties=species:S:1:pos:R:3:forces:R:3
C -0.329 -3.903 0.593 -0.3 0.0 0.2
O -0.583 -2.521 0.487 0.0 0.2 0.1
C 0.588 -1.772 0.186 -0.7 -0.3 -0.2
B 0.342 -0.718 -0.934 -0.4 0.7 0.7
O -0.694 -0.789 -1.850 0.7 -0.6 -0.2
B -0.394 -0.380 -3.123 -0.7 0.7 -0.6
O 0.651 0.509 -3.367 0.6 -0.9 0.0
B 1.641 0.364 -2.426 0.0 0.8 0.5
F 2.916 0.176 -2.760 -0.3 0.4 -0.1
O 1.277 0.310 -1.091 0.6 -0.9 -0.5
H -1.144 -4.351 1.152 -0.2 0.0 0.1
H -0.288 -4.371 -0.388 0.2 -0.1 -0.2
H 0.598 -4.085 1.133 0.2 -0.1 0.0
H 1.336 -2.451 -0.241 0.3 0.1 0.0
H 1.011 -1.333 1.089 0.1 0.1 0.2
H -0.996 -0.753 -4.073 -0.2 0.0 0.1
C 4.249 2.028 0.878 -0.2 0.1 0.0
C 4.440 0.896 1.873 0.1 -0.1 -0.3
C 5.677 0.069 1.556 0.0 -0.1 0.1
O 3.284 0.059 1.904 0.0 0.0 0.2
H 4.109 1.627 -0.131 0.1 0.0 0.0
H 3.361 2.607 1.132 0.0 0.0 0.1
H 5.110 2.698 0.867 0.0 0.0 0.0
H 4.528 1.309 2.879 -0.1 0.0 0.0
H 5.582 -0.388 0.566 0.0 0.1 0.0
H 5.797 -0.735 2.282 0.0 0.0 0.0
H 6.578 0.684 1.564 0.0 0.0 0.0
H 3.178 -0.322 1.026 0.0 0.1 -0.1
C 0.052 2.279 2.038 0.1 -0.2 0.0
C 0.314 3.609 2.724 -0.2 0.0 -0.4
C -0.871 4.552 2.585 0.0 0.1 0.1
O 1.489 4.224 2.191 0.1 0.0 0.2
H -0.110 2.427 0.965 -0.1 0.1 0.0
H 0.909 1.613 2.149 0.0 0.0 0.0
H -0.829 1.789 2.459 0.0 0.0 0.0
H 0.522 3.436 3.780 0.1 0.0 0.0
H -1.062 4.770 1.530 0.0 -0.1 0.0
H -0.670 5.501 3.084 0.0 0.0 0.0
H -1.774 4.117 3.016 0.0 0.0 0.0
H 1.331 4.393 1.257 0.0 0.0 -0.1
C 4.445 -4.609 -2.421 0.0 0.1 0.1
C 3.317 -5.201 -1.591 0.1 -0.1 -0.3
C 2.957 -6.606 -2.048 -0.1 0.0 0.1
O 2.166 -4.353 -1.640 0.0 0.1 0.1
H 4.146 -4.536 -3.470 0.0 -0.1 0.0
H 4.688 -3.604 -2.076 0.0 0.0 0.0
H 5.343 -5.224 -2.362 0.0 0.0 0.0
H 3.612 -5.225 -0.541 -0.1 0.1 0.0
H 2.615 -6.591 -3.087 0.1 0.0 0.0
H 2.149 -7.012 -1.440 0.0 0.0 0.0
H 3.815 -7.275 -1.980 0.0 0.0 0.0
H 1.876 -4.308 -2.557 0.0 0.0 -0.1
C -4.249 1.895 2.458 0.1 0.1 -0.1
C -3.738 0.705 3.255 -0.3 0.2 0.1
C -4.871 -0.218 3.675 0.1 -0.1 0.1
O -3.015 1.158 4.401 0.2 -0.1 -0.1
H -4.937 2.493 3.063 -0.1 -0.1 0.0
H -3.421 2.543 2.167 0.0 0.0 0.0
H -4.773 1.576 1.556 0.0 0.0 0.0
H -3.019 0.146 2.656 0.1 0.0 0.0
H -5.579 0.316 4.315 0.0 0.0 -0.1
H -4.483 -1.062 4.245 0.0 0.0 0.0
H -5.413 -0.601 2.809 0.0 0.0 0.0
H -3.624 1.657 4.953 0.0 0.0 0.1
C -3.664 2.408 -2.418 0.2 0.0 0.0
C -3.854 1.995 -3.870 -0.4 0.0 0.3
C -4.977 2.775 -4.537 0.1 0.0 -0.1
O -4.119 0.594 -3.946 0.3 0.0 -0.2
H -4.573 2.213 -1.842 -0.1 0.1 0.0
H -2.860 1.831 -1.960 0.0 0.0 0.0
H -3.425 3.469 -2.333 0.0 0.0 0.0
H -2.923 2.153 -4.418 0.0 -0.1 0.0
H -5.924 2.588 -4.024 0.0 0.0 0.1
H -5.095 2.461 -5.574 0.0 0.0 0.0
H -4.782 3.848 -4.517 0.0 0.0 0.0
H -4.936 0.428 -3.467 -0.1 -0.1 0.0
```
Positions in Å, forces in eV/Å.

=====

Formula: C50H62BrCl2F9N7NbO5PS
Source: OMol25
Level of theory: ωB97M-V/def2-TZVPD

Results
Molar mass in g/mol: 1318.83
Charge: -1
HOMO level in eV: -5.36
Kohn-Sham gap in eV: 6.08

```
139
Properties=species:S:1:pos:R:3:forces:R:3
C 7.037 4.900 -1.559 0.2 0.0 0.1
C 7.227 4.026 -0.310 -0.1 0.1 0.0
C 6.463 2.686 -0.346 0.0 0.1 0.2
C 7.311 1.439 -0.009 0.0 0.1 -0.1
C 7.089 0.227 -0.947 0.1 0.2 0.5
C 6.710 -1.094 -0.241 0.2 0.2 -0.4
C 5.452 -1.719 -0.845 -0.1 0.0 1.0
C 4.224 -0.921 -0.388 0.0 0.4 -0.4
C 2.998 -1.021 -1.306 0.1 -0.1 0.4
C 2.073 0.183 -1.159 0.1 -0.2 0.1
C 0.897 0.223 -2.159 -0.6 0.7 -0.3
Nb -1.067 -0.104 -1.198 2.2 1.4 1.6
Br -0.532 1.991 0.203 -0.2 -0.8 -0.4
C -0.433 -1.576 0.400 -0.3 -0.5 -0.3
C -0.281 -1.011 1.765 -0.6 -0.2 0.9
O -0.936 -1.343 2.736 0.4 0.2 -0.8
C -1.639 -1.819 -2.509 0.3 -0.7 -0.1
Cl -3.273 -1.798 -3.135 -0.1 -0.2 -0.1
C -0.876 -2.862 -2.901 0.0 0.6 0.4
C 0.542 -3.124 -2.498 0.0 -0.2 -0.2
Cl -1.444 -4.077 -4.011 -0.3 -0.2 -0.3
P -1.745 1.338 -3.324 -0.2 -0.2 -0.5
N -1.552 2.851 -3.041 0.1 -0.1 0.1
O -0.786 0.896 -4.578 -0.1 -0.3 -0.1
O -3.238 1.061 -3.914 0.1 0.3 -0.2
S -3.489 0.031 -0.222 -0.7 0.1 0.2
O -4.129 -1.273 -0.300 0.1 0.2 0.0
O -3.225 0.550 1.114 0.0 -0.1 -0.2
C -4.786 1.211 -0.920 -0.3 -0.1 -0.4
F -5.336 0.623 -2.003 0.0 0.1 0.3
F -4.200 2.366 -1.327 0.0 -0.1 0.2
C -5.929 1.579 0.063 0.0 0.3 0.1
F -6.128 0.598 0.953 0.1 -0.1 0.0
F -7.091 1.729 -0.623 0.0 -0.2 0.0
C -5.717 2.903 0.868 -0.2 0.0 -0.2
F -6.618 2.868 1.876 -0.1 0.0 0.0
F -4.499 2.940 1.392 0.2 0.0 0.2
C -5.951 4.266 0.095 -0.1 -0.3 0.0
F -6.720 5.063 0.841 -0.1 0.3 0.3
F -4.807 4.877 -0.116 0.5 0.2 0.0
F -6.571 4.128 -1.070 -0.1 -0.2 -0.3
H 7.934 5.490 -1.765 -0.1 0.0 0.0
H 6.216 5.606 -1.436 -0.1 -0.1 -0.1
H 6.838 4.292 -2.442 0.0 0.0 0.0
H 8.292 3.840 -0.158 0.0 -0.1 -0.1
H 6.904 4.608 0.558 0.1 -0.1 0.0
H 5.640 2.745 0.371 -0.1 -0.1 -0.2
H 6.005 2.565 -1.329 0.0 0.0 0.0
H 8.366 1.724 -0.031 0.0 -0.1 0.0
H 7.107 1.137 1.021 0.0 0.0 0.0
H 8.008 0.074 -1.517 -0.1 0.0 -0.2
H 6.296 0.488 -1.650 0.0 -0.1 -0.1
H 6.539 -0.908 0.823 0.0 0.0 0.0
H 7.551 -1.789 -0.297 -0.1 -0.1 0.0
H 5.525 -1.750 -1.934 0.0 -0.1 0.0
H 5.381 -2.734 -0.446 -0.1 -0.1 -0.4
H 4.500 0.140 -0.326 0.0 0.0 0.0
H 3.957 -1.217 0.630 0.0 0.0 0.0
H 3.338 -1.097 -2.343 -0.1 -0.1 0.0
H 2.459 -1.933 -1.041 0.1 -0.1 -0.3
H 2.675 1.084 -1.320 -0.1 0.0 0.0
H 1.739 0.244 -0.121 0.0 0.0 0.0
H 1.075 -0.408 -3.032 0.0 -0.2 0.1
H 0.839 1.241 -2.555 0.0 -0.1 -0.1
H -1.107 -2.435 0.458 0.0 0.0 0.0
H 0.569 -1.944 0.147 0.0 0.2 -0.2
H 0.526 -0.267 1.883 0.1 0.1 0.0
H 0.731 -2.798 -1.484 0.0 0.1 -0.1
H 0.755 -4.192 -2.560 -0.1 0.0 0.1
H 1.248 -2.642 -3.180 0.0 0.0 0.1
H -2.381 3.413 -3.179 0.0 0.1 0.0
H -0.609 -0.056 -4.523 0.1 0.1 0.0
H -3.246 0.308 -4.516 -0.1 -0.1 0.1
N 7.116 -4.527 0.144 0.0 -0.1 0.0
C 8.176 -4.438 0.941 0.0 0.0 0.0
C 8.631 -5.479 1.737 0.0 0.0 0.0
C 7.940 -6.680 1.706 0.0 0.0 0.0
C 6.829 -6.786 0.884 0.0 0.0 0.0
C 6.460 -5.685 0.125 0.0 0.0 0.0
H 8.678 -3.478 0.942 0.0 0.0 0.1
H 9.502 -5.345 2.365 0.0 0.0 0.0
H 8.259 -7.517 2.314 0.0 0.0 0.0
H 6.256 -7.702 0.831 0.0 0.0 0.0
H 5.596 -5.729 -0.529 0.0 0.0 0.0
N -12.200 1.411 0.902 0.0 0.0 0.0
C -10.967 1.401 0.397 -0.1 0.0 -0.1
C -10.160 2.526 0.314 0.0 0.0 0.0
C -10.662 3.729 0.781 0.0 0.0 0.0
C -11.945 3.758 1.305 0.0 0.0 0.0
C -12.669 2.575 1.342 0.0 0.0 0.0
H -10.606 0.438 0.052 0.0 0.0 0.0
H -9.165 2.453 -0.097 0.0 0.0 0.0
H -10.061 4.629 0.740 0.0 0.0 0.0
H -12.378 4.675 1.681 0.0 0.0 0.0
H -13.674 2.558 1.749 0.0 0.0 0.0
N -9.250 -0.524 6.166 0.0 0.0 0.0
C -8.332 0.072 5.407 0.0 0.0 0.0
C -8.558 0.472 4.098 0.0 0.0 0.0
C -9.807 0.238 3.546 0.0 0.0 0.0
C -10.772 -0.385 4.321 0.0 0.0 0.0
C -10.444 -0.743 5.619 0.0 0.0 0.0
H -7.366 0.233 5.872 0.0 0.0 0.0
H -7.772 0.949 3.528 0.0 0.0 0.0
H -10.030 0.537 2.531 0.0 0.0 0.1
H -11.759 -0.586 3.926 0.0 0.0 0.0
H -11.174 -1.230 6.258 0.0 0.0 0.0
N -9.010 6.550 6.362 0.0 0.0 0.0
C -7.881 7.054 5.870 0.0 0.0 0.0
C -7.471 6.884 4.556 0.0 0.0 0.0
C -8.278 6.148 3.704 0.0 0.0 0.0
C -9.454 5.611 4.203 0.0 0.0 0.0
C -9.772 5.841 5.534 0.0 0.0 0.0
H -7.274 7.622 6.566 0.0 0.0 0.0
H -6.542 7.316 4.212 0.0 0.0 0.0
H -7.991 5.989 2.674 0.0 0.0 0.0
H -10.110 5.021 3.578 0.0 0.0 0.0
H -10.684 5.435 5.959 0.0 0.0 0.0
N 11.002 -1.130 1.088 0.0 0.0 0.0
C 11.980 -0.816 1.933 0.0 0.0 0.0
C 13.085 -1.623 2.161 0.0 0.0 0.0
C 13.177 -2.824 1.477 0.0 0.0 0.0
C 12.165 -3.165 0.594 0.0 0.0 0.0
C 11.105 -2.284 0.436 0.0 0.0 -0.1
H 11.872 0.130 2.453 0.0 0.0 0.0
H 13.851 -1.315 2.859 0.0 0.0 0.0
H 14.023 -3.483 1.628 0.0 0.0 0.0
H 12.191 -4.093 0.039 0.0 0.0 0.0
H 10.298 -2.510 -0.252 0.0 0.0 0.0
N 2.670 -4.040 -5.244 0.0 0.0 0.0
C 1.645 -4.559 -5.917 0.0 0.1 0.0
C 1.748 -5.693 -6.711 0.0 0.0 0.0
C 2.980 -6.318 -6.814 0.0 0.0 0.0
C 4.055 -5.786 -6.120 0.0 0.0 0.0
C 3.847 -4.651 -5.351 0.0 0.0 0.0
H 0.699 -4.044 -5.809 0.0 0.0 0.0
H 0.879 -6.074 -7.231 0.0 0.0 0.0
H 3.100 -7.204 -7.424 0.0 0.0 0.0
H 5.035 -6.240 -6.170 0.0 0.0 0.0
H 4.663 -4.207 -4.791 0.0 0.0 0.0
```
Positions in Å, forces in eV/Å.

=====

Formula: FFeNO3S2
Source: OMol25
Level of theory: ωB97M-V/def2-TZVPD

Results
Spin multiplicity: 5
Molar mass in g/mol: 200.98
Expectation value of S²: 6.011
HOMO level (spin up / spin down) in eV: -9.55 / -9.59
Kohn-Sham gap (spin up / spin down) in eV: 6.20 / 6.10

```
8
Properties=species:S:1:pos:R:3:forces:R:3
Fe -0.138 2.082 0.210 0.0 -2.0 -0.2
F -1.901 0.078 1.290 0.9 0.3 -1.2
N 0.107 -1.164 -0.219 -0.8 1.3 0.1
S 1.590 -0.479 0.334 1.5 -2.7 -1.8
O 2.553 -0.927 -0.716 -1.6 1.0 1.9
O 1.398 1.081 0.148 -0.8 2.0 -0.1
S -1.120 -0.240 -0.418 -0.9 -1.2 0.2
O -2.232 -0.882 -1.138 1.7 1.3 1.2
```
Positions in Å, forces in eV/Å.

=====

Formula: C7H12N2O2S
Source: OMol25
Level of theory: ωB97M-V/def2-TZVPD

Results
Molar mass in g/mol: 188.25
HOMO level (spin up / spin down) in eV: -8.23 / -7.76
Kohn-Sham gap (spin up / spin down) in eV: 7.90 / 7.84

```
24
Properties=species:S:1:pos:R:3:forces:R:3
C -0.767 0.794 -1.022 0.1 0.9 1.3
C -1.397 0.219 -2.049 1.2 -1.9 1.3
C -0.754 2.241 -0.589 -0.5 -1.9 -2.2
C -0.249 -0.686 1.236 -0.9 0.1 -1.2
C -1.451 -1.286 -2.121 0.0 -2.9 0.4
C 1.943 -0.510 0.343 2.9 0.3 -2.8
C 1.491 -1.273 2.688 2.1 1.3 1.9
N -0.188 2.527 0.565 -0.2 1.7 -0.6
N 1.039 -0.799 1.402 -0.3 -0.8 0.2
O -1.233 3.043 -1.369 -0.5 0.9 -0.5
O -2.072 0.768 -3.032 -0.7 0.7 -1.0
S -1.537 -1.154 2.044 -0.3 0.2 0.1
H -2.554 -1.583 -2.374 2.1 0.4 0.6
H -0.769 -1.886 -2.860 -1.2 1.8 0.7
H -1.090 -1.773 -1.118 -1.1 1.1 -1.6
H 1.545 -0.611 -0.717 -0.5 0.5 1.7
H 2.359 0.519 0.473 -0.3 -0.7 -0.3
H 2.870 -1.190 0.159 -1.5 0.7 1.5
H 0.672 -1.175 3.437 0.9 0.4 -0.5
H 1.820 -2.268 2.757 -0.2 -2.0 -0.8
H 2.530 -0.831 2.993 -2.1 0.3 -0.4
H 0.058 1.772 1.072 1.1 -2.6 2.2
H -0.100 3.434 0.946 -0.2 0.8 0.0
H -2.163 1.710 -2.866 0.2 0.7 0.1
```
Positions in Å, forces in eV/Å.